{
  "formula": "C63H43NO12",
  "method": "ωB97M-V/def2-TZVPD",
  "symbols": ["C", "N", "C", "C", "O", "C", "C", "C", "O", "C", "O", "O", "H", "H", "H", "H", "H", "H", "H", "H", "H", "H", "H", "C", "C", "C", "C", "C", "C", "C", "O", "C", "C", "C", "C", "C", "C", "C", "O", "H", "H", "H", "H", "H", "H", "H", "H", "C", "C", "C", "C", "C", "C", "C", "O", "C", "C", "C", "C", "C", "C", "C", "O", "H", "H", "H", "H", "H", "H", "H", "H", "C", "C", "C", "C", "C", "C", "C", "O", "C", "C", "C", "C", "C", "C", "C", "O", "H", "H", "H", "H", "H", "H", "H", "H", "C", "C", "C", "C", "C", "C", "C", "O", "C", "C", "C", "C", "C", "C", "C", "O", "H", "H", "H", "H", "H", "H", "H", "H"],
  "positions_angstrom": [[3.983072, 2.162942, -2.662002], [3.458154, 0.746835, -2.745885], [1.985170, 0.767308, -3.093806], [4.270574, -0.132842, -3.669758], [5.478824, 0.160996, -4.183770], [3.683468, -1.644769, -4.078599], [3.869019, -2.756643, -2.887600], [3.490370, -2.381052, -1.337823], [4.794677, -2.730023, -0.692810], [5.845498, -2.566473, -1.717073], [7.020648, -1.915224, -1.690294], [5.249186, -3.275566, -2.881498], [3.634682, 2.582493, -1.600283], [3.513681, 2.905073, -3.453493], [5.148195, 2.265747, -2.677548], [1.504494, -0.241970, -2.676553], [1.406363, 1.716569, -2.699705], [1.920622, 0.698649, -4.281586], [2.559956, -1.625583, -4.406276], [4.306974, -2.050147, -5.010542], [3.203854, -3.651938, -3.284566], [2.507102, -2.846632, -0.852562], [3.370175, -1.248924, -1.021152], [3.275484, -4.694404, 2.072105], [2.978714, -4.867246, 0.720417], [1.707272, -5.294009, 0.333664], [0.732431, -5.560683, 1.302705], [1.036833, -5.411475, 2.655187], [2.307990, -4.966072, 3.040526], [0.032144, -5.737432, 3.687867], [0.297579, -5.603241, 4.876043], [-1.293064, -6.235424, 3.268453], [-2.235020, -6.603154, 4.238163], [-3.495497, -7.062501, 3.850199], [-3.821492, -7.146853, 2.496874], [-2.883131, -6.786510, 1.528641], [-1.612896, -6.339144, 1.915547], [-0.615183, -5.994445, 0.883507], [-0.899298, -6.072701, -0.306177], [4.263479, -4.352980, 2.373134], [3.736781, -4.667684, -0.033698], [1.481144, -5.421740, -0.723667], [2.548559, -4.834183, 4.093982], [-1.989597, -6.537273, 5.296951], [-4.223563, -7.352471, 4.604725], [-4.805795, -7.497760, 2.194501], [-3.143079, -6.859645, 0.473907], [5.287880, 3.323391, -6.301601], [5.526585, 3.076313, -7.653260], [4.914509, 3.867765, -8.626519], [4.050887, 4.902559, -8.247266], [3.793112, 5.133736, -6.896622], [4.422175, 4.349664, -5.920805], [2.845584, 6.190235, -6.486648], [2.621311, 6.396293, -5.300282], [2.166126, 6.988315, -7.526593], [1.222004, 7.954041, -7.153965], [0.584583, 8.722460, -8.130461], [0.894025, 8.535892, -9.477425], [1.830012, 7.570708, -9.851846], [2.459998, 6.788722, -8.874632], [3.421930, 5.746028, -9.283080], [3.691024, 5.578243, -10.466984], [5.772040, 2.712526, -5.542815], [6.191418, 2.268269, -7.950313], [5.109622, 3.672386, -9.679684], [4.236330, 4.533137, -4.864000], [0.977011, 8.108194, -6.104289], [-0.152032, 9.468159, -7.839250], [0.402988, 9.139309, -10.237811], [2.062899, 7.427328, -10.905692], [1.617431, -0.394928, 3.597508], [1.856136, -0.642006, 2.245851], [1.244060, 0.149446, 1.272591], [0.380439, 1.184240, 1.651844], [0.122664, 1.415418, 3.002488], [0.751727, 0.631345, 3.978305], [-0.824865, 2.471916, 3.412461], [-1.049138, 2.677975, 4.598829], [-1.504322, 3.269996, 2.372516], [-2.448443, 4.235722, 2.745144], [-3.085865, 5.004141, 1.768649], [-2.776422, 4.817574, 0.421685], [-1.840436, 3.852390, 0.047263], [-1.210451, 3.070404, 1.024479], [-0.248517, 2.027710, 0.616030], [0.020576, 1.859924, -0.567875], [2.101592, -1.005793, 4.356295], [2.520970, -1.450050, 1.948797], [1.439173, -0.045933, 0.219427], [0.565881, 0.814818, 5.035110], [-2.693437, 4.389875, 3.794821], [-3.822481, 5.749840, 2.059860], [-3.267461, 5.420990, -0.338701], [-1.607549, 3.709009, -1.006581], [-2.449053, -1.474110, 4.623138], [-3.038751, -0.328445, 4.089550], [-4.335155, 0.028634, 4.463848], [-5.049307, -0.769407, 5.365841], [-4.468759, -1.928035, 5.880306], [-3.160997, -2.275192, 5.517057], [-5.230770, -2.803738, 6.793850], [-4.720261, -3.819827, 7.249007], [-6.618889, -2.442051, 7.143688], [-7.372498, -3.293197, 7.962511], [-8.681625, -2.952064, 8.309109], [-9.237294, -1.758909, 7.848145], [-8.490789, -0.911853, 7.027738], [-7.182169, -1.259302, 6.667007], [-6.413352, -0.374264, 5.769799], [-6.902596, 0.672291, 5.360461], [-1.435340, -1.747470, 4.338563], [-2.488472, 0.288999, 3.383054], [-4.787186, 0.927237, 4.047222], [-2.696255, -3.170985, 5.925232], [-6.945035, -4.225071, 8.329245], [-9.266802, -3.616955, 8.940742], [-10.254524, -1.489413, 8.123886], [-8.932954, 0.015633, 6.667676]],
  "atomic_forces_ev_per_a": [[0.1, 1.6, 1.4], [1.8, 0.0, -2.8], [-0.8, -1.4, -1.0], [3.9, 0.6, -2.1], [-7.1, -1.1, 3.4], [0.4, 0.4, 0.2], [-1.8, -0.9, -1.5], [0.4, 1.5, 0.3], [1.6, 1.1, -1.7], [3.2, 2.0, -0.7], [-8.6, -5.1, 0.3], [0.4, 3.2, 2.8], [0.7, -0.9, -2.3], [0.9, -1.8, 1.3], [-2.3, -0.7, -0.2], [0.8, 2.4, -0.8], [1.5, -2.1, -0.6], [-0.3, 0.4, 2.5], [2.1, 0.1, 0.8], [-1.2, 1.2, 2.2], [1.4, 1.7, 1.1], [2.7, 0.1, -1.2], [0.3, -1.9, -1.5], [-0.3, -0.1, 0.2], [-0.3, -0.2, 0.0], [0.3, 0.1, 0.1], [0.6, 0.2, -0.1], [0.6, 0.2, -0.2], [0.2, 0.1, -0.2], [0.3, 0.1, 1.4], [-0.1, 0.0, -0.7], [-0.6, -0.2, 0.2], [-0.3, -0.1, -0.1], [0.4, 0.1, 0.0], [0.3, 0.1, -0.2], [-0.2, -0.1, 0.2], [-0.6, -0.2, 0.1], [-0.4, -0.1, -1.4], [0.2, 0.1, 0.7], [-0.2, -0.1, -0.1], [-0.1, -0.1, 0.2], [-0.1, 0.0, 0.3], [-0.2, -0.1, -0.2], [0.1, 0.1, -0.3], [0.2, 0.1, -0.1], [0.2, 0.1, 0.0], [0.2, 0.1, 0.2], [-0.2, 0.2, 0.1], [-0.2, 0.3, -0.2], [0.2, -0.2, 0.2], [0.3, -0.5, 0.2], [0.4, -0.4, 0.2], [0.2, -0.2, -0.2], [-0.2, 0.2, 1.4], [0.1, -0.1, -0.6], [-0.5, 0.5, -0.2], [-0.2, 0.2, -0.2], [0.2, -0.3, 0.2], [0.3, -0.3, 0.0], [-0.2, 0.2, 0.1], [-0.4, 0.5, -0.2], [0.4, -0.3, -1.5], [-0.2, 0.1, 0.7], [-0.1, 0.1, -0.1], [-0.1, 0.2, 0.1], [-0.1, 0.2, 0.2], [0.0, 0.1, -0.3], [0.2, -0.2, -0.2], [0.1, -0.1, 0.0], [0.1, -0.1, 0.1], [0.1, -0.1, 0.3], [-0.2, 0.2, 0.0], [-0.2, 0.3, -0.2], [0.2, -0.2, 0.3], [0.3, -0.5, 0.1], [0.4, -0.5, 0.1], [0.2, -0.2, -0.1], [-0.2, 0.3, 1.5], [0.1, -0.2, -0.7], [-0.5, 0.4, -0.1], [-0.2, 0.2, -0.2], [0.2, -0.3, 0.2], [0.3, -0.3, 0.0], [-0.2, 0.2, 0.1], [-0.4, 0.4, -0.2], [0.3, -0.1, -1.3], [-0.1, 0.1, 0.6], [-0.1, 0.1, -0.1], [-0.1, 0.1, 0.0], [-0.1, 0.2, 0.2], [-0.1, 0.1, -0.3], [0.2, -0.2, -0.2], [0.2, -0.2, 0.0], [0.1, -0.1, 0.1], [0.0, -0.1, 0.3], [-0.3, -0.1, 0.2], [-0.4, 0.0, 0.2], [0.3, -0.1, -0.1], [0.5, 0.1, -0.3], [0.5, 0.1, -0.3], [0.1, 0.2, -0.2], [0.6, -1.2, 0.5], [-0.3, 0.5, -0.3], [-0.6, -0.1, 0.3], [-0.3, 0.1, 0.1], [0.4, 0.0, -0.2], [0.3, 0.1, -0.2], [-0.2, -0.2, 0.2], [-0.6, -0.1, 0.3], [-0.6, 1.3, -0.5], [0.3, -0.7, 0.3], [-0.2, 0.0, 0.1], [-0.1, -0.1, 0.1], [0.0, -0.2, 0.2], [-0.3, 0.2, 0.0], [0.1, 0.3, -0.2], [0.1, 0.1, -0.1], [0.2, 0.0, -0.1], [0.3, -0.2, 0.0]],
  "orbital_gap_ev": 8.237,
  "smiles": "CN(C)C(=O)C[C@@H]1COC(=O)O1.O=C1c2ccccc2C(=O)c2ccccc21.O=C1c2ccccc2C(=O)c2ccccc21.O=C1c2ccccc2C(=O)c2ccccc21.O=C1c2ccccc2C(=O)c2ccccc21",
  "e_lumo_ev": -1.42,
  "homo_ha": -0.35503
}

=====

{
  "formula": "C12H15N5OS6Tl",
  "method": "ωB97M-V/def2-TZVPD",
  "symbols": ["Tl", "S", "C", "S", "C", "C", "S", "S", "S", "C", "C", "C", "N", "N", "C", "N", "S", "H", "H", "H", "H", "H", "H", "H", "N", "C", "N", "C", "C", "O", "C", "C", "H", "H", "H", "H", "H", "H", "H", "H"],
  "positions_angstrom": [[1.458404, 2.613964, -1.342655], [3.175199, 3.489366, 6.540511], [2.756389, 3.298266, 4.983829], [3.181569, 1.873598, 4.038969], [2.465417, 2.369681, 2.532815], [1.676067, 3.578516, 2.594085], [0.651088, 4.084374, 1.408624], [1.826144, 4.483546, 4.078969], [2.734438, 1.469062, 1.170116], [0.530516, -3.662805, -2.342792], [0.790543, -2.732174, -3.528492], [1.673364, -1.612575, -3.125166], [1.316154, -0.558307, -2.503536], [2.308895, 0.295646, -2.221509], [3.476214, -0.114888, -2.642360], [4.626527, 0.549006, -2.449636], [3.416016, -1.661439, -3.444841], [-0.138761, -4.463719, -2.640991], [0.070326, -3.109669, -1.528586], [1.461917, -4.097603, -1.988347], [-0.155443, -2.326759, -3.889171], [1.262773, -3.291023, -4.337343], [4.587492, 1.493286, -2.102812], [5.447669, 0.265633, -2.957287], [-0.308295, 1.209449, -0.384173], [-1.228588, 0.761891, 0.153080], [-2.295097, 0.295347, 0.704290], [-3.554573, 1.003441, 0.490202], [-4.687445, -0.025451, 0.470723], [-4.680782, -0.804176, 1.640867], [-3.488210, -1.538341, 1.754689], [-2.268070, -0.613148, 1.843448], [-3.505100, 1.532844, -0.463771], [-3.721126, 1.717892, 1.306566], [-4.583845, -0.672155, -0.412815], [-5.653245, 0.478589, 0.440523], [-3.377756, -2.211469, 0.892393], [-3.580267, -2.129434, 2.665908], [-1.347794, -1.200474, 1.817691], [-2.318728, -0.037791, 2.777988]],
  "atomic_forces_ev_per_a": [[0.2, 0.4, -0.4], [-0.2, -0.1, -0.8], [0.1, 0.1, 0.6], [-0.2, 0.4, -0.2], [1.1, -1.8, -0.7], [-1.4, 1.6, -0.4], [0.6, -0.2, 0.8], [0.1, -0.4, -0.1], [-0.1, 0.4, 0.9], [0.0, 0.0, -0.1], [-0.2, -0.3, 0.2], [0.8, -0.1, -0.4], [-1.2, -0.5, -0.1], [1.1, 0.5, 0.2], [-0.3, -0.6, -0.2], [0.5, 0.2, 0.1], [-0.5, 0.5, 0.3], [0.0, -0.1, 0.0], [0.0, 0.0, 0.1], [0.0, -0.1, 0.1], [0.1, 0.1, -0.1], [-0.1, 0.1, -0.1], [0.1, -0.1, -0.1], [0.0, 0.2, 0.1], [-0.1, -0.2, 0.1], [0.9, 0.4, -0.4], [-0.8, -0.4, 0.2], [-0.7, 0.0, 0.0], [0.0, 0.3, -0.2], [0.0, 0.1, 0.2], [0.3, -0.1, 0.1], [-0.2, -0.4, 0.4], [0.0, 0.0, 0.1], [0.0, 0.0, -0.1], [0.0, 0.1, 0.0], [0.1, 0.0, -0.1], [0.0, 0.0, 0.1], [0.1, 0.0, -0.1], [-0.1, 0.1, 0.0], [0.1, -0.1, -0.1]],
  "orbital_gap_ev": 6.137,
  "e_lumo_ev": -5.45,
  "total_charge": 1,
  "homo_ha": -0.42572
}

=====

{
  "formula": "C4H9NOS",
  "method": "ωB97M-V/def2-TZVPD",
  "symbols": ["C", "N", "C", "C", "S", "C", "O", "H", "H", "H", "H", "H", "H", "H", "H", "H"],
  "positions_angstrom": [[-2.142912, 1.426476, -1.109890], [-1.175653, 0.334314, -1.270924], [-0.283974, 0.214075, -0.142047], [0.048003, -1.249106, 0.172746], [0.579311, -1.335560, 1.943710], [1.006892, 1.012667, -0.304578], [1.662390, 0.929247, -1.313999], [-1.654225, 2.359976, -0.796743], [-2.595005, 1.606819, -2.085932], [-2.942839, 1.170595, -0.415639], [-0.697491, 0.513809, -2.144411], [-0.762984, 0.568110, 0.775198], [-0.850655, -1.849339, 0.125805], [0.845669, -1.665688, -0.431151], [1.713114, -2.033512, 1.812630], [1.493869, 1.447047, 0.583002]],
  "atomic_forces_ev_per_a": [[0.3, 0.0, -0.4], [-0.8, 0.3, 0.0], [0.0, 0.2, 0.2], [0.4, 0.0, 0.9], [0.1, 0.0, -0.1], [1.1, -1.4, 0.1], [-0.4, 0.5, -0.3], [-0.2, 0.0, 0.1], [-0.1, 0.0, 0.1], [0.1, 0.0, 0.1], [0.5, -0.3, 0.2], [-0.4, 0.3, -0.2], [-0.1, 0.0, -0.4], [-0.1, 0.0, -0.3], [0.0, 0.0, -0.1], [-0.4, 0.4, 0.1]],
  "orbital_gap_ev": 9.828,
  "smiles": "CN[C@H](C=O)CS",
  "e_lumo_ev": 0.77,
  "homo_ha": -0.33276
}

=====

{
  "formula": "C9H5N3",
  "method": "ωB97M-V/def2-TZVPD",
  "symbols": ["C", "C", "C", "C", "C", "C", "C", "C", "C", "N", "N", "N", "H", "H", "H", "H", "H"],
  "positions_angstrom": [[2.774975, -0.579906, -1.381988], [-0.090714, 0.609077, -2.362478], [-2.013066, 0.146064, 1.726420], [-1.749601, 0.956367, 0.589676], [-0.979446, -0.733296, 1.869856], [-0.561497, 0.537455, 0.072557], [1.103532, -1.047245, 0.480468], [1.654867, -0.496929, -0.599278], [0.335766, 0.893452, -1.042201], [3.695462, -0.603056, -2.072601], [-0.425323, 0.372095, -3.431510], [-0.095029, -0.501690, 0.857613], [-2.869664, 0.232106, 2.364060], [-2.368475, 1.747772, 0.219344], [-0.809602, -1.494768, 2.603815], [1.512646, -1.864591, 1.053478], [0.885167, 1.827093, -0.947230]],
  "atomic_forces_ev_per_a": [[1.0, -0.4, -0.4], [-0.2, 0.0, -0.5], [0.1, 0.0, 0.1], [0.2, -0.1, -0.1], [-0.3, -0.2, 0.4], [-0.3, 0.2, 0.0], [0.8, -0.2, -0.5], [-3.6, 2.9, 0.0], [3.0, -2.5, 1.6], [0.2, 0.0, -0.1], [-0.1, -0.1, -0.4], [-0.3, 0.5, -0.2], [-0.1, -0.1, 0.2], [-0.1, 0.2, -0.1], [0.1, -0.2, 0.1], [0.0, -0.1, 0.1], [-0.1, 0.0, 0.0]],
  "orbital_gap_ev": 9.048,
  "e_lumo_ev": -0.25,
  "homo_ha": -0.34154
}